# 1
Entry from the Open Molecules 2025 dataset: a structure of composition C44H42GeN4O4PS2SeYb in a non-equilibrium geometry (ωB97M-V with the def2-TZVPD basis set).

Calculated values
- Spin multiplicity: 2
- HOMO: -1.3 eV
- Energy relative to the best compared isomer or geometry (same formula, charge and spin): 423.0 kJ/mol
- Lowest unoccupied orbital energy: 3.58 eV
- Gap between HOMO and LUMO: 4.91 eV
- Total charge: -2

```
100
Properties=species:S:1:pos:R:3:lowdin_spin:R:1
Yb -1.04 -0.14 0.22 1.003
C 0.61 -2.87 -3.29 0.000
C 0.25 -2.42 -1.92 0.000
O -0.02 -1.23 -1.57 0.000
C 0.34 -3.56 -1.03 0.000
C 0.25 -3.55 0.36 0.000
C 0.58 -4.77 1.20 0.000
N -0.15 -2.42 1.03 -0.001
N -0.29 -2.55 2.32 0.000
C -0.42 -1.35 3.04 0.000
O -0.45 -0.22 2.49 -0.001
C -0.69 -1.47 4.46 0.000
C -0.75 -2.71 5.15 0.000
C -0.91 -2.78 6.53 0.000
C -1.07 -1.61 7.23 0.000
C -1.10 -0.37 6.62 0.000
C -0.90 -0.33 5.23 0.000
H 0.09 -2.26 -4.03 0.000
H 0.32 -3.91 -3.35 0.000
H 1.65 -2.69 -3.49 0.000
H 0.53 -4.52 -1.51 0.000
H 1.43 -5.27 0.81 0.000
H -0.27 -5.47 1.13 0.000
H 0.78 -4.49 2.24 0.000
H -0.71 -3.69 4.64 0.000
H -0.85 -3.73 7.12 0.000
H -1.23 -1.67 8.32 0.000
H -1.25 0.54 7.19 0.000
H -0.85 0.61 4.71 0.000
S -3.48 -2.26 -0.89 0.000
C -3.99 -2.19 0.67 0.000
C -4.26 -3.42 1.42 0.000
C -4.18 -3.51 2.77 0.000
C -3.97 -4.77 3.42 0.000
N -3.64 -5.74 3.99 0.000
C -4.13 -2.30 3.52 0.000
C -4.16 -1.06 2.88 0.000
C -4.04 -0.90 1.48 0.000
S -3.75 0.61 0.75 0.000
C -4.17 -2.33 4.95 0.000
N -4.06 -2.21 6.11 0.000
H -4.36 -4.34 0.86 0.000
H -4.20 -0.20 3.54 0.000
O 1.66 2.38 0.91 0.000
C 0.86 2.60 0.01 0.000
O -0.05 1.78 -0.44 -0.002
C 0.97 3.98 -0.71 0.000
C 1.99 4.90 -0.43 0.000
C 2.04 6.13 -1.09 0.000
C 1.02 6.45 -2.01 0.000
C 0.02 5.55 -2.34 0.000
C -0.04 4.32 -1.63 0.000
P -1.41 3.17 -1.84 0.000
C -1.31 2.59 -3.57 0.000
C -2.34 1.75 -4.06 0.000
C -2.26 1.25 -5.36 0.000
C -1.11 1.52 -6.16 0.000
C -0.19 2.44 -5.72 0.000
C -0.24 2.96 -4.39 0.000
C -2.92 4.04 -1.58 0.000
C -4.02 4.04 -2.44 0.000
C -5.28 4.39 -1.96 0.000
C -5.44 4.92 -0.67 0.000
C -4.29 5.16 0.09 0.000
C -3.07 4.60 -0.30 0.000
H 2.72 4.50 0.28 0.000
H 2.89 6.77 -0.93 0.000
H 1.07 7.39 -2.53 0.000
H -0.66 5.71 -3.19 0.000
H -3.24 1.59 -3.47 0.000
H -3.05 0.70 -5.85 0.000
H -0.93 0.97 -7.10 0.000
H 0.66 2.74 -6.33 0.000
H 0.52 3.62 -4.03 0.000
H -3.94 3.74 -3.50 0.000
H -6.16 4.24 -2.60 0.000
H -6.42 5.11 -0.26 0.000
H -4.30 5.71 1.02 0.000
H -2.24 4.50 0.35 0.000
C 4.46 -3.62 -0.16 0.000
Ge 5.70 -2.11 -0.34 0.000
C 6.14 -1.83 -2.25 0.000
C 7.47 -2.34 0.50 0.000
C 4.62 -0.82 0.69 0.000
Se 3.06 -0.46 -0.49 0.000
C 3.78 0.84 -1.76 0.000
H 4.87 -4.60 -0.51 0.000
H 3.58 -3.41 -0.75 0.000
H 4.13 -3.77 0.86 0.000
H 6.43 -2.81 -2.69 0.000
H 7.01 -1.16 -2.37 0.000
H 5.28 -1.45 -2.82 0.000
H 8.05 -3.08 -0.05 0.000
H 7.26 -2.73 1.54 0.000
H 8.01 -1.40 0.55 0.000
H 5.16 0.11 0.87 0.000
H 4.27 -1.28 1.59 0.000
H 3.84 0.30 -2.72 0.000
H 4.74 1.25 -1.43 0.000
H 3.08 1.67 -1.81 0.000
```

=====

# 2
Entry from the Open Molecules 2025 dataset: a cluster of 2 separate species, H5N3 in total in a non-equilibrium geometry (ωB97M-V with the def2-TZVPD basis set).

Calculated values
- Spin multiplicity: 3
- HOMO (spin up / spin down): -5.9 / -11.1 eV
- Energy relative to the best compared isomer or geometry (same formula, charge and spin): 0.0 kJ/mol
- Lowest unoccupied orbital energy (spin up / spin down): 0.89 / 0.80 eV
- Gap between HOMO and LUMO (spin up / spin down): 6.81 / 11.90 eV

```
8
Properties=species:S:1:pos:R:3:lowdin_spin:R:1
N -0.51 -1.56 -0.07 0.544
N 0.71 1.00 -0.25 0.011
N -0.75 -1.92 -1.19 1.332
H 0.07 -0.70 0.14 0.045
H -0.87 -2.06 0.79 0.065
H 0.32 1.12 -1.18 0.003
H 1.70 1.23 -0.30 0.000
H 0.26 1.67 0.36 0.000
```

=====

# 3
Entry from the Open Molecules 2025 dataset: a cluster of 7 separate species, C19H44Cl2O9 in total in a non-equilibrium geometry (ωB97M-V with the def2-TZVPD basis set).

Calculated values
- Spin multiplicity: 1
- HOMO: -9.3 eV
- Energy relative to the best compared isomer or geometry (same formula, charge and spin): 182.4 kJ/mol
- SMILES: C1CCOC1.C1CCOC1.C1CCOC1.ClCCl.OCCO.OCCO.OCCO
- Lowest unoccupied orbital energy: 0.18 eV
- Gap between HOMO and LUMO: 9.47 eV

```
74
Properties=species:S:1:pos:R:3:lowdin_charge:R:1
C 5.45 -4.06 0.92 -0.200
C 6.79 -4.56 1.31 -0.171
C 7.69 -4.29 0.12 -0.192
O 6.86 -3.68 -0.87 -0.164
C 5.44 -3.97 -0.62 -0.166
H 5.08 -3.07 1.20 0.110
H 4.57 -4.67 1.13 0.107
H 6.63 -5.61 1.57 0.114
H 7.08 -4.04 2.22 0.113
H 8.12 -5.23 -0.24 0.108
H 8.53 -3.61 0.19 0.118
H 5.19 -4.90 -1.12 0.108
H 4.80 -3.20 -1.05 0.115
C -3.23 7.58 2.72 -0.214
C -3.16 6.72 3.89 -0.185
C -1.83 7.18 4.51 -0.190
O -1.04 7.73 3.46 -0.130
C -1.82 7.66 2.29 -0.246
H -3.49 8.60 3.01 0.126
H -4.00 7.26 2.02 0.126
H -3.12 5.66 3.67 0.117
H -4.05 6.92 4.49 0.116
H -1.22 6.40 4.96 0.118
H -2.00 8.04 5.16 0.118
H -1.47 6.73 1.84 0.118
H -1.56 8.36 1.49 0.125
C -2.52 -8.60 -2.73 -0.201
C -3.01 -9.17 -3.99 -0.195
C -4.43 -8.60 -4.07 -0.212
O -4.20 -7.26 -3.72 -0.115
C -3.32 -7.27 -2.64 -0.202
H -1.44 -8.70 -2.74 0.108
H -2.59 -9.28 -1.88 0.106
H -3.06 -10.26 -3.97 0.116
H -2.46 -8.82 -4.87 0.121
H -5.17 -9.06 -3.41 0.120
H -4.84 -8.75 -5.07 0.119
H -3.74 -7.21 -1.64 0.116
H -2.54 -6.51 -2.73 0.118
C 3.75 4.46 1.33 -0.247
C 3.45 3.05 0.85 -0.247
O 2.54 2.39 1.71 -0.074
O 4.48 4.45 2.53 -0.071
H 2.84 5.03 1.46 0.122
H 4.41 5.03 0.68 0.118
H 4.30 2.37 0.77 0.117
H 3.15 3.08 -0.20 0.118
H 2.94 2.22 2.56 0.080
H 4.00 4.64 3.34 0.087
C -1.86 0.35 -0.47 -0.252
C -0.85 -0.58 -1.13 -0.270
O -0.08 -1.19 -0.15 -0.045
O -1.30 1.64 -0.36 -0.078
H -2.20 0.00 0.50 0.126
H -2.69 0.59 -1.13 0.116
H -0.35 -0.08 -1.96 0.124
H -1.54 -1.28 -1.60 0.116
H 0.39 -0.59 0.43 0.088
H -0.74 1.60 0.42 0.073
C -4.31 5.13 -4.23 -0.249
C -2.81 5.56 -4.45 -0.237
O -2.03 5.30 -3.31 -0.067
O -4.86 6.00 -3.29 -0.064
H -4.41 4.09 -3.91 0.114
H -4.91 5.27 -5.12 0.117
H -2.73 6.64 -4.63 0.118
H -2.40 5.05 -5.32 0.105
H -2.36 4.53 -2.84 0.079
H -4.46 5.79 -2.45 0.083
C 0.69 -4.30 5.02 -1.044
Cl 2.23 -4.44 5.77 0.538
Cl 0.18 -2.57 4.79 0.450
H 0.69 -4.75 4.03 0.022
H -0.05 -4.94 5.52 0.033
```

=====

# 4
Entry from the Open Molecules 2025 dataset: a cluster of 2 separate species, C4H6N4O2 in total in a non-equilibrium geometry (ωB97M-V with the def2-TZVPD basis set).

Calculated values
- Spin multiplicity: 1
- HOMO: -9.8 eV
- Energy relative to the best compared isomer or geometry (same formula, charge and spin): 714.5 kJ/mol
- SMILES: C=C[N+](=O)[O-].c1c[nH]nn1
- Lowest unoccupied orbital energy: -0.07 eV
- Gap between HOMO and LUMO: 9.71 eV

```
16
Properties=species:S:1:pos:R:3:lowdin_charge:R:1
C -2.28 0.95 -0.10 -0.130
C -1.62 1.76 0.86 -0.064
C 1.12 -2.00 -1.30 0.043
C 1.42 -1.36 -0.17 -0.111
N -1.54 -0.12 -0.22 0.010
N -0.61 1.04 1.36 0.079
N -0.57 -0.10 0.59 -0.038
N 1.71 0.13 -0.25 -0.421
O 2.18 0.64 0.76 0.022
O 1.51 0.66 -1.32 0.066
H -3.23 1.04 -0.59 0.095
H -1.87 2.69 1.26 0.087
H 0.94 -1.64 -2.31 0.075
H 0.93 -3.08 -1.12 0.077
H 0.20 1.29 1.80 0.102
H 1.71 -1.88 0.73 0.110
```

=====

# 5
Entry from the Open Molecules 2025 dataset: a structure of composition C2H5FO2Sr in a non-equilibrium geometry (ωB97M-V with the def2-TZVPD basis set).

Calculated values
- Spin multiplicity: 1
- HOMO: -8.8 eV
- Lowest unoccupied orbital energy: -0.42 eV
- Gap between HOMO and LUMO: 8.35 eV

```
11
Properties=species:S:1:pos:R:3:lowdin_charge:R:1
O -1.29 -0.91 -0.96 -0.544
C 0.04 -0.66 -1.01 -0.462
O 0.31 0.52 -0.25 -0.240
C 1.46 0.46 0.57 -0.131
Sr -2.73 0.21 0.27 1.747
H 0.38 -0.43 -2.04 0.118
H 0.63 -1.50 -0.58 0.113
H 1.80 1.48 0.77 0.087
H 2.26 -0.11 0.08 0.089
H 1.21 -0.02 1.53 0.086
F -4.07 0.96 1.62 -0.863
```

=====

no.,total energy (hartree)
1,-8996.74618
2,-167.12810
3,-2347.65695
4,-525.33674
5,-360.29255